Here is a structure of composition C38H58ClN15O6P3 in a non-equilibrium geometry from OMol25. Energies are from ωB97M-V with the def2-TZVPD basis set.

Each line ends with the Löwdin charge.
Element x y z (Å)
C  -2.07  3.48  -1.91  -0.157
C  -0.91  2.45  -1.55  -0.403
P  -0.19  3.02  0.08  0.969
C  -1.65  3.21  1.27  -0.255
C  0.94  1.72  0.81  -0.248
C  0.62  0.26  0.94  -0.021
C  -0.71  -0.34  0.50  -0.506
O  -1.80  0.15  0.75  0.001
O  -0.65  -1.57  -0.20  -0.256
P  -1.03  -2.80  0.92  0.641
O  -2.33  -3.65  0.28  -0.322
Cl  0.58  -4.16  1.00  0.198
C  1.61  -0.63  1.55  0.083
C  2.85  -0.03  2.01  -0.215
N  3.85  -0.82  2.65  -0.009
C  3.49  -0.71  3.92  -0.302
C  4.04  0.38  4.87  -0.008
C  2.42  -1.71  4.48  -0.005
N  3.13  1.31  1.88  0.149
C  2.22  2.17  1.31  -0.208
P  2.76  3.96  1.28  0.543
O  3.92  4.04  2.22  -0.305
O  3.10  4.51  -0.22  -0.141
O  1.52  4.78  2.00  -0.172
H  -3.08  3.04  -1.69  0.059
H  -2.02  3.84  -2.96  0.072
H  -2.00  4.38  -1.24  0.059
H  -1.28  1.40  -1.54  0.046
H  -0.12  2.59  -2.34  0.049
H  -2.62  2.95  0.79  0.036
H  -1.68  4.26  1.64  0.038
H  -1.49  2.52  2.14  0.044
H  -3.16  -3.34  0.68  0.067
H  1.40  -1.70  1.69  0.055
H  4.17  -0.03  5.90  0.091
H  4.98  0.86  4.49  0.087
H  3.28  1.20  4.95  0.111
H  2.39  -1.57  5.58  0.084
H  1.40  -1.43  4.10  0.093
H  2.68  -2.75  4.16  0.083
H  4.03  1.68  2.22  0.151
H  3.09  3.78  -0.86  0.021
H  1.58  5.73  1.77  0.053
C  4.31  3.26  -4.53  -0.042
C  3.37  2.87  -3.46  -0.222
N  2.63  2.57  -2.63  0.146
H  3.76  3.49  -5.44  0.090
H  4.87  4.14  -4.22  0.088
H  5.00  2.44  -4.73  0.086
C  7.08  4.42  3.07  -0.065
C  8.09  3.36  3.28  -0.254
N  8.86  2.52  3.44  0.139
H  6.70  4.76  4.03  0.085
H  7.53  5.27  2.55  0.084
H  6.26  4.03  2.47  0.040
C  5.95  -4.93  2.39  -0.044
C  5.30  -3.63  2.61  -0.150
N  4.78  -2.61  2.79  0.150
H  5.32  -5.73  2.78  0.042
H  6.11  -5.09  1.32  0.084
H  6.91  -4.96  2.90  0.076
C  -5.34  0.28  -1.83  -0.065
C  -4.06  0.32  -1.10  -0.118
N  -3.05  0.35  -0.53  0.148
H  -5.16  0.31  -2.90  0.079
H  -5.87  -0.64  -1.59  0.057
H  -5.96  1.14  -1.55  0.086
C  1.80  9.53  1.79  -0.058
C  0.75  8.51  1.61  -0.261
N  -0.07  7.71  1.48  0.132
H  2.06  9.97  0.83  0.083
H  1.45  10.31  2.46  0.085
H  2.70  9.07  2.22  0.080
C  -1.46  -6.72  -1.73  -0.073
C  -2.54  -7.57  -2.28  -0.281
N  -3.38  -8.23  -2.70  0.138
H  -0.73  -7.34  -1.21  0.076
H  -0.97  -6.18  -2.54  0.086
H  -1.88  -6.00  -1.02  0.049
C  -3.88  -4.62  -3.04  -0.072
C  -4.86  -3.50  -3.11  -0.172
N  -5.63  -2.63  -3.16  0.054
H  -3.13  -4.40  -2.27  0.045
H  -4.39  -5.54  -2.78  0.069
H  -3.38  -4.74  -4.00  0.087
C  -8.97  0.33  -4.09  -0.089
C  -7.88  -0.66  -3.90  -0.174
N  -7.02  -1.43  -3.75  0.052
H  -9.35  0.65  -3.13  0.047
H  -8.59  1.19  -4.63  0.053
H  -9.78  -0.12  -4.67  0.058
C  0.85  -8.03  3.10  -0.060
C  2.18  -7.42  3.31  -0.257
N  3.21  -6.94  3.48  0.138
H  0.86  -9.07  3.41  0.085
H  0.10  -7.49  3.67  0.082
H  0.59  -7.98  2.04  0.073
C  -11.77  0.86  -7.25  -0.061
C  -10.42  1.42  -7.04  -0.266
N  -9.37  1.86  -6.88  0.134
H  -11.81  -0.17  -6.89  0.078
H  -12.51  1.45  -6.70  0.082
H  -12.02  0.87  -8.31  0.080
C  9.14  -0.77  3.16  -0.081
C  9.03  -2.08  3.84  -0.271
N  8.95  -3.10  4.36  0.113
H  10.18  -0.55  2.93  0.085
H  8.57  -0.78  2.23  0.046
H  8.75  0.02  3.80  0.042
C  -12.10  -0.78  -1.15  -0.057
C  -11.96  0.22  -2.22  -0.261
N  -11.85  1.01  -3.06  0.137
H  -12.91  -0.49  -0.47  0.083
H  -12.34  -1.75  -1.58  0.083
H  -11.18  -0.86  -0.58  0.081
C  7.22  -0.21  -0.65  -0.068
C  8.61  0.19  -0.39  -0.280
N  9.70  0.50  -0.19  0.142
H  7.05  -1.24  -0.32  0.076
H  6.53  0.44  -0.12  0.068
H  7.01  -0.15  -1.72  0.077

Output
- Maximum force: 0.162 hartree/bohr
- Frontier orbital gap: 0.2358 Ha
- Net charge: +1

---

Here is a cluster of 9 separate species, C38H58F12O23 in total in a non-equilibrium geometry from OMol25. Energies are from ωB97M-V with the def2-TZVPD basis set.

Each line ends with the Löwdin charge.
Element x y z (Å)
C  4.33  4.84  7.12  -0.097
O  2.90  4.87  7.22  -0.212
C  2.27  4.57  5.94  -0.171
C  0.72  4.58  5.95  -0.195
O  0.15  3.66  6.87  -0.146
C  -1.28  3.84  6.96  -0.147
C  -1.91  2.86  8.02  -0.172
O  -2.55  1.88  7.26  -0.207
C  -3.36  1.01  7.95  -0.126
H  4.66  3.83  6.88  0.084
H  4.72  5.18  8.08  0.088
H  4.56  5.54  6.31  0.081
H  2.68  3.60  5.68  0.118
H  2.59  5.32  5.22  0.117
H  0.24  4.56  4.98  0.125
H  0.50  5.56  6.36  0.116
H  -1.67  3.71  5.95  0.119
H  -1.45  4.90  7.13  0.113
H  -2.67  3.41  8.58  0.119
H  -1.16  2.42  8.67  0.129
H  -4.30  1.56  8.02  0.089
H  -2.92  0.73  8.90  0.091
H  -3.65  0.12  7.39  0.084
C  -1.49  -0.21  -12.03  -0.050
C  -0.47  -0.74  -10.97  -0.186
O  -1.13  -1.04  -9.73  -0.002
C  -1.64  -2.30  -9.50  -0.319
O  -1.70  -3.21  -10.32  0.148
C  -2.06  -2.49  -8.06  -0.589
F  -1.34  -3.51  -7.56  0.159
F  -1.77  -1.46  -7.33  0.208
F  -3.35  -2.83  -7.93  0.170
H  -2.36  -0.87  -12.04  0.073
H  -1.03  -0.29  -13.01  0.076
H  -1.82  0.80  -11.77  0.074
H  0.28  0.04  -10.81  0.119
H  0.06  -1.62  -11.33  0.119
C  -0.07  -7.51  -3.13  -0.067
C  -1.30  -8.12  -3.59  -0.274
O  -1.03  -8.85  -4.76  0.001
C  -2.09  -9.30  -5.55  -0.262
O  -3.30  -9.20  -5.26  0.121
C  -1.67  -10.08  -6.83  -0.543
F  -0.37  -9.91  -7.11  0.152
F  -1.85  -11.37  -6.65  0.178
F  -2.47  -9.75  -7.87  0.159
H  -0.15  -7.34  -2.05  0.089
H  0.09  -6.55  -3.62  0.088
H  0.77  -8.18  -3.33  0.091
H  -2.07  -7.38  -3.80  0.132
H  -1.79  -8.83  -2.93  0.135
C  1.02  9.20  0.43  -0.054
C  -0.33  9.92  0.22  -0.203
O  -0.87  9.46  -0.99  0.017
C  -1.97  8.69  -0.95  -0.276
O  -2.75  8.50  0.06  0.080
C  -2.35  8.08  -2.32  -0.560
F  -1.36  8.11  -3.22  0.157
F  -2.73  6.79  -2.22  0.155
F  -3.37  8.74  -2.83  0.191
H  0.89  8.12  0.47  0.081
H  1.52  9.55  1.34  0.080
H  1.65  9.36  -0.45  0.077
H  -0.14  10.96  -0.05  0.133
H  -0.92  9.65  1.10  0.123
C  0.01  -2.63  5.73  -0.052
C  -0.91  -3.34  4.76  -0.244
O  -0.76  -4.71  4.94  0.002
C  -1.55  -5.55  4.20  -0.276
O  -2.35  -5.15  3.33  0.115
C  -1.42  -7.09  4.58  -0.506
F  -0.48  -7.27  5.52  0.148
F  -2.54  -7.50  5.10  0.192
F  -1.08  -7.89  3.50  0.122
H  -0.52  -2.66  6.69  0.077
H  0.27  -1.61  5.47  0.082
H  0.99  -3.09  5.87  0.079
H  -0.63  -3.07  3.74  0.130
H  -1.96  -3.11  4.94  0.130
C  -7.62  -0.25  3.14  -0.022
C  -6.82  -1.39  2.55  -0.353
C  -7.67  -2.50  1.90  -0.073
O  -7.21  -2.47  0.54  0.050
C  -6.19  -1.55  0.40  -0.497
O  -5.47  -1.44  -0.59  0.121
O  -5.98  -0.92  1.56  0.090
H  -8.42  -0.74  3.70  0.088
H  -7.98  0.46  2.39  0.098
H  -7.00  0.32  3.83  0.084
H  -6.18  -1.81  3.33  0.151
H  -8.71  -2.18  1.92  0.128
H  -7.49  -3.48  2.34  0.135
C  7.62  -3.74  6.31  -0.008
C  7.20  -3.72  4.84  -0.325
C  5.84  -4.30  4.51  -0.117
O  5.27  -3.34  3.71  0.110
C  5.89  -2.21  3.83  -0.596
O  5.44  -1.10  3.59  0.133
O  7.00  -2.39  4.49  0.099
H  7.08  -3.02  6.93  0.098
H  8.63  -3.36  6.22  0.082
H  7.76  -4.75  6.70  0.089
H  7.96  -4.14  4.17  0.157
H  5.20  -4.38  5.39  0.138
H  5.89  -5.32  4.13  0.141
C  3.11  3.85  -7.28  -0.016
C  4.64  3.88  -7.44  -0.296
C  5.46  3.53  -6.15  -0.065
O  6.55  2.89  -6.79  0.063
C  6.19  2.42  -8.00  -0.610
O  6.93  1.75  -8.72  0.119
O  5.10  2.93  -8.37  0.128
H  2.80  4.65  -6.60  0.087
H  2.80  2.90  -6.84  0.085
H  2.59  4.02  -8.22  0.083
H  4.92  4.85  -7.83  0.153
H  4.94  2.86  -5.47  0.133
H  5.82  4.41  -5.61  0.136
C  0.32  -0.25  -0.99  -0.023
C  -0.15  1.19  -1.16  -0.304
C  -0.43  1.98  0.11  -0.129
O  0.10  3.23  -0.18  0.063
C  1.05  3.10  -1.18  -0.485
O  1.81  3.98  -1.60  0.115
O  0.96  1.87  -1.72  0.073
H  0.85  -0.74  -1.80  0.087
H  -0.53  -0.88  -0.74  0.086
H  1.03  -0.33  -0.16  0.086
H  -0.96  1.25  -1.89  0.158
H  -0.08  1.55  1.05  0.137
H  -1.52  1.97  0.22  0.137

Output
- Maximum force: 0.116 hartree/bohr
- Frontier orbital gap: 0.3547 Ha
- Net charge: 0